{
  "formula": "C18H30ClNO5P",
  "method": "ωB97M-V with the def2-TZVPD basis set",
  "elements": ["Cl", "P", "O", "O", "O", "O", "O", "N", "C", "C", "C", "C", "C", "C", "C", "C", "C", "C", "C", "C", "C", "C", "C", "C", "C", "C", "H", "H", "H", "H", "H", "H", "H", "H", "H", "H", "H", "H", "H", "H", "H", "H", "H", "H", "H", "H", "H", "H", "H", "H", "H", "H", "H", "H", "H", "H"],
  "xyz": [[4.487, 1.808, 0.087], [2.175, -1.087, -1.083], [-2.976, 4.867, 2.409], [-2.000, 3.134, 1.307], [-2.663, -1.512, -3.723], [-2.195, 3.019, 3.471], [-2.504, 0.601, -2.861], [2.296, -4.450, 2.624], [-2.528, 3.642, 4.711], [1.658, -3.180, 2.722], [0.721, -2.819, -2.971], [2.956, -3.778, 0.129], [-3.351, -0.958, -1.184], [-1.889, -2.679, -3.353], [0.825, -1.334, -2.368], [1.540, -2.090, 1.635], [-2.159, 3.824, 0.060], [2.926, -4.693, 1.372], [2.236, -2.398, 0.261], [-0.460, -2.787, -4.091], [1.991, 0.589, -0.170], [2.722, 1.348, 2.317], [-1.151, 4.949, -0.082], [-2.452, 3.783, 2.395], [-2.813, -0.605, -2.643], [3.210, 0.738, 0.890], [2.006, 1.415, -0.976], [1.086, -0.639, -3.256], [-4.353, -0.493, -0.917], [-2.394, 2.906, 5.504], [0.483, -3.583, -2.154], [-1.231, 5.417, -1.065], [-0.282, -1.996, -4.891], [-2.576, -0.528, -0.441], [-0.459, -3.801, -4.646], [-0.211, -0.998, -2.014], [-3.568, 3.974, 4.721], [-3.320, -2.098, -1.016], [-1.306, 5.720, 0.676], [-1.698, -2.799, -2.235], [0.996, 0.593, 0.414], [-2.515, -3.597, -3.672], [-1.989, 3.087, -0.728], [-1.855, 4.481, 4.898], [3.723, -0.249, 1.134], [1.581, 1.338, 2.423], [1.168, -2.934, 3.734], [0.998, -1.121, 1.870], [3.164, 2.388, 2.458], [-3.187, 4.183, -0.051], [3.139, 0.666, 3.146], [1.693, -3.117, -3.517], [3.464, -0.993, -1.741], [3.482, -5.696, 1.270], [3.492, -4.028, -0.839], [-0.134, 4.572, 0.053]],
  "atomic_forces_ev_per_a": [[-0.7929, -0.8226, 0.6043], [-0.5886, 0.5729, 1.0124], [0.1501, -0.4892, -0.0282], [-0.1453, -0.1533, 0.3760], [0.4744, 0.4984, 2.8418], [-0.0418, 0.0664, -0.4806], [-1.1577, -4.5896, 0.6717], [0.1014, 3.4163, -3.8045], [-0.1235, 0.1561, 0.5458], [0.2525, 0.5930, -1.7847], [-0.1548, 0.3849, -0.9517], [-2.0228, 2.0890, 3.0639], [1.3964, -1.2286, 0.1304], [0.1111, -1.9491, -0.6845], [-0.0882, -0.1732, -1.2596], [2.2194, -3.5280, -0.9706], [0.0455, 0.4008, -0.5756], [-0.4865, 1.4521, -0.9074], [-0.1062, -2.5468, 3.1643], [0.0106, -0.9638, 0.4839], [0.1936, -0.3724, 0.2769], [0.5022, -0.5401, -0.1159], [0.0321, 0.1762, 0.2990], [0.1166, 0.1103, 0.0048], [0.6854, 4.4390, -0.6997], [-0.5943, 0.2221, 0.5201], [-0.0821, -1.2754, 1.4054], [-0.2678, -0.8894, 1.5221], [1.2918, -0.6796, -0.8134], [0.0731, -0.0841, -0.2917], [0.3506, 1.0386, -1.1590], [0.0045, -0.0859, 0.0304], [-0.3390, -0.8252, 1.2916], [-1.2408, -0.4866, -1.2843], [0.1520, 1.6190, 0.9215], [1.6561, -0.3341, -0.0112], [0.1782, 0.0712, -0.1021], [-0.5470, 1.8061, -0.2157], [-0.0990, -0.0672, -0.1220], [-0.4874, 0.4922, -1.3272], [1.4466, -0.0311, -1.2177], [0.9666, 1.4858, 0.5467], [-0.0486, -0.1548, 0.2913], [-0.1890, 0.0159, -0.0660], [-0.6989, 1.2784, -0.7061], [1.6466, 0.2458, -0.2832], [0.8892, -0.5901, -1.7696], [0.8371, -1.4873, -0.4017], [-0.8490, -1.3690, -0.1939], [0.1284, 0.0127, 0.2126], [-0.5870, 1.1173, -1.2426], [-1.3673, 0.4735, 1.0715], [-0.9707, -0.3263, 0.4342], [-1.0644, 1.7511, 0.3086], [-0.7379, 0.1159, 1.5817], [-0.0336, -0.0581, -0.1426]],
  "nbo_charge": [-0.051, 1.207, -0.626, -0.513, -0.514, -0.505, -0.559, -0.362, -0.260, 0.049, -0.414, -0.223, -0.740, -0.096, -0.730, -0.245, -0.075, 0.052, -0.377, -0.434, -0.702, -0.643, -0.640, 0.980, 0.780, -0.195, 0.297, 0.282, 0.281, 0.196, 0.226, 0.225, 0.243, 0.239, 0.239, 0.277, 0.204, 0.224, 0.234, 0.176, 0.269, 0.215, 0.192, 0.192, 0.235, 0.222, 0.235, 0.246, 0.260, 0.202, 0.236, 0.231, 0.072, 0.238, 0.252, 0.198],
  "charge": 1,
  "lumo_energy_ev": -4.1919,
  "homo_ev": -12.78,
  "relative_energy_kj_mol": 0.00,
  "orbital_gap_ev": 8.6,
  "e_tot_ha": -1935.949687
}

=====

{
  "formula": "C20H19N2O2",
  "method": "ωB97M-V with the def2-TZVPD basis set",
  "elements": ["O", "O", "N", "N", "C", "C", "C", "C", "C", "C", "C", "C", "C", "C", "C", "C", "C", "C", "C", "C", "C", "C", "C", "C", "H", "H", "H", "H", "H", "H", "H", "H", "H", "H", "H", "H", "H", "H", "H", "H", "H", "H", "H"],
  "xyz": [[2.185, 4.517, 2.884], [-4.669, -2.486, 0.743], [-2.429, 3.126, -1.738], [-2.551, 4.636, -3.434], [-1.723, 3.762, -2.696], [-0.809, 2.846, 0.512], [-1.576, 2.079, -0.518], [-5.709, -2.419, -0.338], [-2.461, 0.989, -0.018], [3.055, 5.189, 1.874], [-0.931, 2.789, 1.966], [-3.756, 3.520, -1.921], [-5.304, -1.268, -1.300], [-3.880, -1.385, 0.560], [0.084, 3.257, 2.791], [1.201, 4.172, 0.796], [0.250, 3.612, -0.030], [1.130, 3.984, 2.202], [-2.131, 0.138, 1.107], [2.470, 4.860, 0.490], [-4.209, -0.603, -0.582], [-2.839, -1.011, 1.410], [-3.552, 0.602, -0.823], [-3.848, 4.454, -2.942], [3.023, 6.280, 2.063], [-4.524, 3.025, -1.313], [-1.265, 0.407, 1.736], [-0.959, 1.809, -1.475], [0.109, 3.087, 3.875], [0.266, 3.818, -1.086], [-3.874, 1.248, -1.615], [3.201, 4.235, -0.054], [-2.195, 5.249, -4.195], [-6.164, -0.617, -1.522], [-0.631, 3.680, -2.932], [-5.020, -1.702, -2.282], [-4.715, 4.982, -3.326], [-5.745, -3.411, -0.827], [-1.829, 2.363, 2.433], [4.101, 4.851, 2.019], [-2.602, -1.653, 2.274], [-6.693, -2.210, 0.137], [2.360, 5.767, -0.136]],
  "atomic_forces_ev_per_a": [[-0.2658, -0.0441, -1.3274], [-0.2535, 1.0965, -1.3337], [-0.1947, 1.4345, -1.2605], [0.9789, -1.9665, 1.5878], [-0.5709, 1.1995, -0.6117], [0.3739, 0.8339, 0.3831], [0.8665, -0.0013, -1.2886], [-0.1273, -0.2266, 0.5132], [-0.5785, -1.2846, 0.0733], [-0.0014, 0.4674, 0.6276], [-0.3096, -0.3104, -1.6326], [0.0305, 0.3953, -0.0269], [-1.2308, -0.9220, -0.9584], [-0.2572, 0.3775, -0.5919], [0.3860, 0.5929, 0.0674], [-0.5214, -0.5573, 1.0273], [-0.1044, -0.0175, 1.2621], [0.3499, -0.2472, -0.5554], [0.6455, 1.3940, -0.7127], [1.3748, 0.6872, -0.8026], [0.9327, 0.2878, 1.4086], [-0.3639, -0.5940, 0.0704], [0.2262, -1.1030, 0.7259], [0.8198, -0.6353, 0.6161], [-0.0807, -0.6272, 0.1607], [0.2949, 0.8404, -0.3880], [-0.6057, -0.3207, -0.5287], [-0.5283, -0.1341, 2.4967], [-0.3336, 0.2011, -0.5534], [0.3598, -0.2726, -0.1949], [0.0164, -0.3363, -0.4307], [-0.5473, -0.0321, 0.1211], [-0.6835, -0.7805, 0.9326], [0.2664, -0.1415, 0.2363], [-1.4090, -0.0061, 0.4641], [0.1971, 0.3479, 0.5312], [0.3310, -0.1755, 0.0540], [0.0956, 0.5915, 0.3646], [0.5719, -0.0123, -0.3444], [-0.8108, 0.0188, -0.0002], [-0.0148, 0.5588, -0.5202], [0.7555, -0.2350, -0.0965], [-0.0803, -0.3413, 0.4349]],
  "nbo_charge": [-0.461, -0.467, -0.357, -0.499, 0.219, -0.187, 0.108, -0.063, -0.179, -0.064, -0.131, -0.075, -0.461, 0.351, -0.278, -0.118, -0.081, 0.373, -0.149, -0.462, -0.103, -0.268, -0.118, -0.049, 0.198, 0.257, 0.233, 0.220, 0.249, 0.183, 0.195, 0.231, 0.460, 0.230, 0.242, 0.230, 0.258, 0.208, 0.239, 0.209, 0.248, 0.197, 0.232],
  "charge": 1,
  "lumo_energy_ev": -3.0074,
  "smiles": "c1cn(C(c2ccc3c(c2)CCO3)c2ccc3c(c2)CCO3)c[nH+]1",
  "homo_ev": -10.92,
  "relative_energy_kj_mol": 275.05,
  "orbital_gap_ev": 7.9,
  "e_tot_ha": -1033.217078
}

=====

{
  "formula": "C26H29FN4O3",
  "method": "ωB97M-V with the def2-TZVPD basis set",
  "elements": ["F", "O", "O", "O", "N", "N", "N", "N", "C", "C", "C", "C", "C", "C", "C", "C", "C", "C", "C", "C", "C", "C", "C", "C", "C", "C", "C", "C", "C", "C", "C", "C", "C", "C", "H", "H", "H", "H", "H", "H", "H", "H", "H", "H", "H", "H", "H", "H", "H", "H", "H", "H", "H", "H", "H", "H", "H", "H", "H", "H", "H", "H", "H"],
  "xyz": [[5.307, -2.570, -0.525], [1.333, 3.323, -1.446], [-5.630, 1.205, 1.104], [-0.648, -1.305, -1.645], [0.372, 1.358, -0.867], [2.070, 1.969, 1.526], [-1.373, -1.338, 0.518], [4.722, 1.914, 0.723], [2.362, -0.684, -1.417], [-0.757, 1.585, -1.751], [3.745, 2.084, -0.148], [-3.350, -2.113, 1.630], [-2.201, 1.989, 0.274], [-2.301, -2.469, 0.571], [-3.396, 1.880, 0.950], [2.405, 2.079, 0.245], [-1.533, -3.728, 1.028], [0.422, 0.156, -0.053], [4.382, 1.779, 1.996], [3.561, -1.359, -1.542], [3.056, 1.829, 2.399], [-4.381, 0.803, -0.956], [-0.392, -4.147, 0.109], [-6.786, 0.637, 0.538], [2.334, -1.147, 0.939], [-2.067, 1.490, -1.018], [-4.501, 1.280, 0.343], [1.749, -0.558, -0.175], [-0.618, -0.902, -0.504], [-2.999, -2.684, -0.768], [4.134, -1.915, -0.413], [3.534, -1.824, 0.830], [-3.169, 0.905, -1.620], [1.319, 2.314, -0.766], [-1.361, 2.473, 0.751], [-0.738, 0.863, -2.573], [0.115, -5.015, 0.526], [-5.218, 0.347, -1.462], [-3.083, 0.514, -2.623], [-0.760, -4.409, -0.878], [-2.280, -2.863, -1.559], [2.765, 1.756, 3.438], [1.894, -0.251, -2.287], [5.193, 1.638, 2.697], [-3.673, -3.534, -0.694], [-3.844, -1.181, 1.369], [-1.226, -0.905, 1.417], [-3.571, -1.797, -1.027], [-2.891, -1.999, 2.611], [-2.247, -4.548, 1.114], [-3.508, 2.258, 1.954], [0.338, -3.348, -0.001], [4.026, 2.217, -1.183], [-7.117, 1.193, -0.345], [-7.552, 0.698, 1.309], [4.051, -1.459, -2.497], [0.250, 0.424, 0.997], [-6.629, -0.413, 0.268], [-1.128, -3.537, 2.026], [4.005, -2.277, 1.688], [1.855, -1.066, 1.904], [-4.098, -2.899, 1.696], [-0.617, 2.591, -2.161]],
  "atomic_forces_ev_per_a": [[-0.0554, 0.0444, -0.0056], [0.1861, 0.1694, -0.0255], [0.3340, 0.1335, 0.0795], [0.0666, -0.1525, -0.4828], [-0.3004, -0.2428, -0.1110], [-0.3278, 0.1243, -0.2942], [-0.1236, -0.1093, 0.4449], [0.3167, -0.0155, -0.1214], [-0.0284, -0.1060, 0.1617], [-0.1104, 0.3402, -0.3952], [-0.3076, 0.0222, -0.0272], [0.1542, -0.0050, -0.2227], [-0.1222, -0.0177, -0.1009], [-0.1888, -0.3858, 0.0998], [-0.2080, -0.0385, 0.0423], [0.5201, 0.3768, 0.3640], [0.0536, 0.1288, -0.2501], [-0.0343, -0.3397, 0.1701], [-0.1886, 0.0170, 0.1337], [0.1268, -0.0969, 0.0633], [0.1700, 0.0180, 0.0631], [-0.3624, 0.0219, 0.1465], [-0.1564, 0.0387, 0.1431], [-0.1759, -0.0996, -0.0876], [-0.0995, 0.1076, -0.2387], [-0.1501, 0.0214, -0.1319], [0.1251, 0.0346, -0.0170], [0.1139, -0.2202, 0.0744], [0.1719, 0.4604, 0.4774], [0.1885, -0.0096, 0.0167], [-0.1387, 0.0527, 0.0933], [0.2172, -0.1529, -0.1524], [0.2422, 0.1860, 0.1254], [0.1362, 0.0638, -0.0599], [0.1264, 0.0343, 0.0928], [-0.0168, 0.1410, 0.0891], [0.0825, -0.0747, -0.0133], [-0.0927, -0.0545, -0.0074], [0.0378, -0.0985, -0.1083], [0.0217, -0.0395, -0.1517], [-0.0635, -0.0475, -0.0789], [0.1046, -0.0261, 0.1118], [-0.0445, 0.0602, -0.1129], [-0.0136, -0.0178, 0.1526], [-0.1137, -0.0948, 0.0850], [-0.0761, 0.0927, -0.0278], [0.0660, 0.1397, -0.1569], [-0.0693, 0.0452, -0.0594], [0.0599, 0.0132, 0.1611], [-0.0862, -0.0235, 0.0977], [-0.0115, 0.0582, 0.1298], [0.1091, 0.0320, -0.0442], [-0.0751, 0.0106, -0.1280], [0.0207, -0.0299, 0.0166], [0.0150, -0.0300, -0.0872], [0.0763, -0.0255, -0.0973], [0.0255, -0.1327, -0.1670], [0.0002, 0.0407, -0.0120], [-0.0768, 0.0069, 0.0835], [0.0832, -0.0547, 0.0731], [-0.0487, 0.0453, 0.1129], [-0.0599, -0.1148, 0.0276], [-0.0247, -0.2249, 0.0437]],
  "nbo_charge": [-0.323, -0.600, -0.496, -0.646, -0.437, -0.399, -0.630, -0.371, -0.179, -0.248, 0.041, -0.604, -0.193, 0.127, -0.257, 0.079, -0.395, -0.109, -0.006, -0.276, -0.008, -0.272, -0.609, -0.252, -0.141, -0.069, 0.290, -0.078, 0.715, -0.631, 0.405, -0.299, -0.187, 0.660, 0.222, 0.227, 0.212, 0.215, 0.219, 0.210, 0.247, 0.200, 0.234, 0.202, 0.206, 0.222, 0.398, 0.219, 0.201, 0.204, 0.225, 0.209, 0.212, 0.178, 0.202, 0.234, 0.217, 0.174, 0.194, 0.231, 0.207, 0.217, 0.257],
  "lumo_energy_ev": 0.2697,
  "smiles": "CCC(C)(C)NC(=O)[C@@H](c1ccc(F)cc1)N(Cc1ccc(OC)cc1)C(=O)c1cnccn1",
  "homo_ev": -8.51,
  "relative_energy_kj_mol": 15.15,
  "orbital_gap_ev": 8.8,
  "e_tot_ha": -1552.801245
}